DFT (wB97M-V/def2-TZVPD) results for a 10-piece molecular cluster, C15H46O12 overall.

The geometry in XYZ format:
```
73
Properties=species:S:1:pos:R:3:forces:R:3
C 0.0829 0.0094 0.7563 -0.34 0.09 0.41
O 0.1254 1.2829 0.5482 0.12 -0.44 -0.46
O 1.0240 -0.5854 1.4288 -0.52 0.11 -0.15
O -0.9301 -0.6787 0.3338 0.73 0.18 -0.17
C 2.1648 -2.8890 -2.6399 0.10 0.17 0.26
C 1.4723 -2.2635 -1.4426 -0.42 -0.19 -0.13
O 0.0685 -2.2080 -1.7015 0.28 -0.20 -0.06
H 1.7809 -3.8955 -2.8151 0.00 -0.03 -0.04
H 3.2372 -2.9419 -2.4265 -0.04 -0.07 -0.12
H 2.0138 -2.2908 -3.5394 -0.03 0.00 -0.02
H 1.8569 -1.2603 -1.2482 0.09 -0.02 0.01
H 1.6646 -2.8877 -0.5611 0.03 0.14 0.00
H -0.3353 -1.7319 -0.9415 0.05 0.17 0.06
C -1.1954 5.9575 -2.2477 0.09 0.18 0.25
C -1.5565 4.5417 -1.8496 -0.32 0.02 0.02
O -0.4927 4.0160 -1.1014 0.11 -0.12 -0.13
H -0.2619 5.9391 -2.8144 -0.07 0.08 -0.06
H -1.0377 6.5828 -1.3631 0.06 -0.13 0.00
H -1.9814 6.4368 -2.8339 -0.02 -0.12 -0.15
H -1.7538 3.9487 -2.7537 0.05 -0.06 0.09
H -2.4765 4.5215 -1.2460 -0.01 0.10 -0.12
H -0.7122 3.0899 -0.9046 0.09 -0.01 0.07
C 2.9768 0.1979 5.8039 -0.25 0.02 0.53
C 2.5242 -0.4205 4.5016 -0.10 0.05 -0.49
O 1.4916 0.3697 3.9511 0.31 -0.23 0.11
H 3.1230 1.2756 5.7099 0.15 -0.04 -0.25
H 3.9027 -0.2614 6.1609 -0.01 0.01 0.01
H 2.2130 0.0803 6.5828 0.06 -0.10 -0.10
H 2.1677 -1.4509 4.6536 0.07 0.03 0.15
H 3.3778 -0.4955 3.8089 -0.10 0.08 0.04
H 1.3154 0.0224 3.0432 -0.12 0.32 -0.02
C 1.2265 0.7727 -4.4094 -0.27 0.10 -0.18
C 0.5090 0.9441 -3.0929 0.61 0.27 0.56
O 1.4649 1.1839 -2.0535 -0.32 -0.03 -0.31
H 0.4665 0.7123 -5.1965 0.13 -0.21 -0.05
H 1.8223 -0.1398 -4.3962 0.07 0.03 -0.11
H 1.8628 1.6262 -4.6517 0.09 0.00 0.17
H -0.0344 0.0253 -2.8583 -0.30 0.13 -0.10
H -0.1586 1.8098 -3.1270 -0.27 -0.20 -0.17
H 0.9360 1.3510 -1.2491 0.43 -0.07 0.30
C -2.7749 -3.8606 -1.6712 -0.49 -0.27 -0.36
C -3.2729 -2.4237 -1.7180 0.41 0.25 -0.32
O -3.2682 -1.8170 -0.4499 -0.05 -0.14 -0.08
H -3.4696 -4.4775 -1.0916 0.16 0.06 0.20
H -1.7718 -3.9084 -1.2574 0.04 0.01 0.06
H -2.7565 -4.2995 -2.6794 0.11 0.15 0.06
H -4.2868 -2.3745 -2.1300 -0.10 -0.09 0.17
H -2.6477 -1.8389 -2.4086 0.02 -0.12 0.04
H -2.3585 -1.4899 -0.2824 -0.26 0.20 0.37
C -0.3648 4.2137 2.2359 0.53 0.19 0.22
O -1.2169 3.1335 2.0027 -0.08 -0.06 -0.28
H -0.1748 4.8235 1.3418 -0.19 -0.04 -0.01
H -0.8090 4.8432 3.0149 -0.04 0.03 -0.07
H 0.6241 3.8959 2.6040 -0.15 -0.07 0.01
H -0.7331 2.4846 1.4349 -0.08 -0.13 0.26
C -1.0596 -3.3899 1.9222 -0.04 -0.08 0.09
O -0.3473 -2.5520 2.8068 0.07 -0.28 -0.25
H -0.5758 -3.4770 0.9414 -0.01 0.12 0.02
H -1.1022 -4.4036 2.3425 -0.06 0.08 0.10
H -2.0786 -3.0213 1.7613 0.03 -0.09 -0.09
H 0.0535 -1.8504 2.2451 0.06 0.16 0.20
C -3.1347 1.6115 -0.5033 0.18 0.26 -0.17
O -2.0413 1.4167 -1.3907 0.09 0.20 0.03
H -3.4735 0.6593 -0.0948 -0.10 0.04 0.04
H -2.8647 2.3009 0.3039 -0.03 -0.13 0.10
H -3.9303 2.0872 -1.0854 -0.08 -0.15 0.01
H -1.3283 1.0186 -0.8481 -0.25 -0.15 0.08
C 2.9339 -3.2595 1.9009 0.00 -0.43 0.30
O 3.2961 -2.0028 1.4092 -0.22 0.18 -0.01
H 3.1138 -3.3551 2.9859 0.08 0.06 -0.10
H 1.8732 -3.4968 1.7655 0.04 0.12 -0.13
H 3.5289 -4.0326 1.3956 -0.03 0.03 0.03
H 2.4734 -1.4541 1.3782 0.25 0.07 -0.14
```
Positions in Å, forces in eV/Å.

**Kohn-Sham gap**: 7.5047 eV
**Charge**: -2
**Electronic energy**: -40872.4588 eV

Here are the Mulliken charges for atoms 1 to 6, given in e: number 1, C, carries 0.496; number 2, O, carries -0.806; number 3, O, carries -0.616; number 4, O, carries -0.557; number 5, C, carries -1.645; number 6, C, carries 0.888